Record 1
DFT (ωB97M-V/def2-TZVPD) results for 2 unconnected molecules or ions with the total composition C7H8BrOP at a distorted geometry.

- largest force on an atom (eV/A) = 6.97
- DFT total energy (hartree) = -3262.08449
- HOMO level (eV) = -9.120
- frontier orbital gap (eV) = 9.215

```
! wB97M-V def2-TZVPD RIJCOSX def2/J DEFGRID3
* xyz 0 1
H 3.729 -1.696 -0.598
C -2.762 0.892 -0.183
C -2.417 -0.504 -0.021
H 0.283 2.333 -0.259
Br 1.758 -0.765 2.582
C -1.797 1.939 -0.284
C -1.058 -0.718 0.194
H 2.334 -2.456 -0.199
P 2.195 -0.116 0.571
H -3.166 -1.217 0.169
C 2.693 -1.546 -0.431
C -0.220 0.351 0.069
O 3.234 0.863 0.506
H -0.792 -1.757 0.261
H -3.743 1.096 -0.136
H -2.167 2.849 -0.558
C -0.453 1.593 -0.240
H 2.351 -1.141 -1.443
*
```

=====

Record 2
DFT (ωB97M-V/def2-TZVPD) results for a single C7H8ClN3 molecule at a distorted geometry.

- largest force on an atom (eV/A) = 6.23
- DFT total energy (hartree) = -895.84724
- HOMO level (alpha / beta) (eV) = -7.466 / -8.884
- frontier orbital gap (alpha / beta) (eV) = 6.834 / 8.451

```
! wB97M-V def2-TZVPD RIJCOSX def2/J DEFGRID3
* xyz 0 1
C 1.633 2.245 0.012
H -1.590 1.707 -2.154
H 1.145 -1.495 0.374
H -1.028 -2.816 1.031
Cl -1.028 -0.508 -2.833
H 2.387 0.669 1.157
C -1.169 -1.897 1.708
C 0.290 -1.023 -0.073
C 0.201 1.204 -1.146
N 0.728 2.376 -0.968
C -0.874 0.930 -1.971
H 0.274 -1.610 -0.961
H -2.222 -1.806 2.103
C 1.702 0.968 0.446
N -1.885 0.090 0.284
C -1.113 -0.824 0.632
H -0.471 -1.631 2.384
N 0.816 0.275 -0.323
H 2.205 3.146 0.297
*
```

=====

Record 3
DFT (ωB97M-V/def2-TZVPD) results for 2 unconnected molecules or ions with the total composition C7H8ClNO at a distorted geometry.

- largest force on an atom (eV/A) = 4.00
- DFT total energy (hartree) = -861.58537
- HOMO level (eV) = -7.354
- frontier orbital gap (eV) = 7.608
- SMILES = C=c1cco/c1=C\Cl.C=N

```
! wB97M-V def2-TZVPD RIJCOSX def2/J DEFGRID3
* xyz 0 1
O 0.654 1.909 0.472
C -1.168 -2.265 1.633
C 0.689 0.625 0.014
C -0.104 -0.445 -2.148
H -0.337 3.636 -0.328
C -0.565 1.819 -1.387
C 0.006 0.560 -1.256
H -0.708 -0.454 -2.992
H 1.789 -1.134 0.326
C 1.645 -0.146 0.598
H -1.243 2.188 -2.188
C -0.042 2.617 -0.410
H 0.593 -1.265 -1.970
H -2.225 -2.379 2.096
Cl 2.770 0.349 1.758
H -0.372 -1.241 2.996
H -1.140 -2.808 0.710
N -0.244 -1.565 2.077
*
```

=====

Record 4
DFT (ωB97M-V/def2-TZVPD) results for a molecular structure, C7H8ClO2P at a distorted geometry.

- largest force on an atom (eV/A) = 4.07
- DFT total energy (hartree) = -1223.45440
- HOMO level (alpha / beta) (eV) = -7.745 / -10.110
- frontier orbital gap (alpha / beta) (eV) = 8.065 / 6.932

```
! wB97M-V def2-TZVPD RIJCOSX def2/J DEFGRID3
* xyz 0 3
C 0.843 -2.996 1.300
H 1.223 -3.941 1.496
H -1.671 3.035 -1.663
H -0.536 2.399 -2.999
H 2.573 -2.421 0.507
Cl 0.933 5.100 -2.022
H -1.093 -3.140 2.276
C -0.806 -1.246 1.336
H 0.031 3.731 -1.858
C -0.050 -0.452 0.521
H -1.850 -0.956 1.594
O -0.245 1.569 -1.194
C -0.676 2.648 -1.926
C -0.457 -2.533 1.610
O -2.176 1.363 0.435
C 1.176 -0.915 0.078
H 1.931 -0.215 -0.234
P -0.765 1.121 0.188
C 1.615 -2.151 0.554
*
```